ORCA calculation (ωB97M-V with the def2-TZVPD basis set) on a 2-piece molecular cluster, C5H12N4O2 overall at a distorted geometry.

Output
ΔE to the lowest compared entry with this formula, charge and spin	58.28	kcal per mole
lowest unoccupied orbital energy	0.68	eV
HOMO	-9.60	eV
orbital gap	0.378	hartree

Geometry as XYZ:
```
23
Properties=species:S:1:pos:R:3:forces:R:3
C 2.90844 -0.87576 -0.00246 -0.1 -1.2 -0.2
C 1.41821 -0.92606 0.36089 0.5 1.8 1.3
O 0.55184 -1.61498 -0.48823 0.2 -0.6 -0.6
C 0.88138 0.52539 0.43735 -0.2 0.4 -0.6
C 1.07424 1.25181 -0.91832 -0.1 -0.2 0.4
O 1.52532 1.32417 1.44822 0.2 -0.5 0.2
H 3.41502 -1.80989 0.29787 -0.2 0.3 -0.2
H 3.03363 -0.76327 -1.08177 0.1 0.2 0.1
H 3.42544 -0.06610 0.51959 -0.2 0.0 -0.2
H 1.33803 -1.29019 1.39753 -0.1 -0.3 -0.1
H 1.03346 -2.26769 -1.01236 0.0 0.1 0.2
H -0.19468 0.48136 0.69689 0.7 0.0 -0.3
H 0.74884 0.60657 -1.74461 -0.1 0.3 0.2
H 0.50157 2.18777 -0.90965 0.1 -0.3 -0.1
H 2.13266 1.50357 -1.08179 -0.3 -0.1 0.2
H 2.19235 0.80816 1.92939 -0.4 0.1 -0.3
C -3.55404 0.76335 -0.42991 0.5 -0.2 -0.1
N -2.35305 0.32908 -0.13434 -0.7 -0.1 0.2
N -2.56881 -0.76521 0.65812 0.8 0.1 -0.3
N -3.80240 -0.99954 0.80841 -0.5 -0.2 0.3
N -4.45327 -0.05289 0.12441 -0.2 0.4 0.0
H -3.80347 1.59535 -1.05352 0.0 0.3 -0.1
H -5.45072 0.05501 0.17832 -0.1 -0.2 0.0
```
Positions in Å, forces in eV/Å.

These are the Löwdin partial charges, in e, on atoms 1 to 8:
1 C -0.05
2 C -0.42
3 O -0.02
4 C -0.39
5 C -0.05
6 O -0.06
7 H 0.08
8 H 0.08

ORCA calculation (ωB97M-V with the def2-TZVPD basis set) on a 5-piece molecular cluster, C18H16BCl12F13N2O2 overall at a distorted geometry.

Output
lowest unoccupied orbital energy	0.29	eV
HOMO	-10.97	eV
orbital gap	0.414	hartree

Geometry as XYZ:
```
64
Properties=species:S:1:pos:R:3:forces:R:3
C 4.19759 -2.84442 1.81485 0.2 0.0 -0.3
C 4.78751 -1.83922 0.84137 0.0 0.0 0.6
O 3.83320 -0.80962 0.53688 0.2 -0.1 -0.3
B 2.86140 -1.01430 -0.35963 -0.4 0.1 -0.3
O 2.78322 -2.13407 -1.15725 0.1 -0.2 0.7
C 1.78783 0.18799 -0.50021 0.8 -0.4 0.7
C 1.32530 0.21790 -1.87145 -0.2 0.4 0.0
N 0.92991 0.36292 -2.93700 -0.1 -0.1 -0.5
C 2.51101 1.52656 -0.18824 0.0 -0.1 -0.4
C 2.59387 1.81290 1.22795 0.1 0.1 0.0
N 2.69543 2.05308 2.34296 0.0 0.1 0.3
C 0.62082 -0.11572 0.45968 -0.5 -0.2 -0.6
C -0.59423 0.79131 0.18465 0.5 -0.1 0.2
C -1.29249 1.35439 1.40785 0.0 0.1 -0.1
F -0.44194 1.47523 2.45370 -0.1 0.0 -0.1
F -1.74951 2.60954 1.12619 -0.1 -0.2 0.1
C -2.49884 0.52790 1.92046 0.0 0.3 0.5
F -2.83332 0.96635 3.15439 0.1 -0.1 -0.2
F -2.11556 -0.76560 2.03635 0.0 0.1 -0.2
C -3.77721 0.66242 1.04854 -0.1 0.3 0.3
F -3.46453 0.65406 -0.26278 -0.2 -0.1 0.0
F -4.32346 1.86135 1.33285 0.0 -0.2 -0.1
C -4.87972 -0.40638 1.33201 -0.2 0.1 -0.5
F -4.94127 -0.66466 2.64066 0.1 0.0 0.0
F -6.06370 0.13635 0.95621 0.1 0.0 0.1
C -4.74214 -1.74932 0.53574 -0.2 -0.3 0.5
F -5.13834 -2.74643 1.35736 0.1 0.1 -0.1
F -3.46759 -1.99324 0.18072 -0.2 0.2 -0.1
C -5.64509 -1.87480 -0.72647 0.4 -0.5 -0.3
F -5.20542 -2.95513 -1.40046 -0.2 0.1 0.1
F -5.55017 -0.82818 -1.53644 -0.1 0.1 0.1
F -6.90757 -2.08477 -0.39256 0.0 0.2 0.0
H 3.50190 -2.34283 2.47764 -0.1 0.0 0.2
H 3.70064 -3.65898 1.29913 -0.2 -0.1 -0.1
H 5.00220 -3.27204 2.40403 0.1 -0.1 0.2
H 5.16862 -2.32461 -0.04871 -0.1 0.0 -0.3
H 5.60016 -1.32742 1.33585 0.1 0.1 -0.2
H 1.96962 -2.63620 -1.04804 -0.1 0.0 -0.5
H 3.53360 1.46875 -0.55019 0.2 0.1 -0.1
H 2.06781 2.36791 -0.71114 -0.3 0.1 0.1
H 0.30917 -1.13391 0.25276 -0.1 -0.3 0.1
H 0.95158 -0.09871 1.48982 0.2 0.2 0.1
H -1.28455 0.25296 -0.45001 -0.2 0.0 -0.1
H -0.27874 1.65420 -0.39364 0.0 0.3 0.0
Cl -0.97811 -3.56822 -0.41807 0.2 0.0 0.0
C -1.97432 -4.25878 -1.71159 -0.1 0.0 0.0
Cl -2.02173 -3.19909 -3.11463 0.2 -0.1 0.1
Cl -1.41372 -5.87132 -2.13902 0.0 0.0 0.0
H -2.98053 -4.34196 -1.32302 0.0 0.0 0.0
Cl 2.33701 4.13873 -2.58896 0.0 0.1 -0.2
C 2.93694 5.39398 -1.50249 0.0 -0.1 0.1
Cl 1.62255 6.06316 -0.53903 0.0 0.0 0.0
Cl 4.21196 4.75345 -0.46182 0.0 0.0 0.0
H 3.35664 6.18814 -2.10400 0.0 0.0 0.0
Cl -3.05697 1.99160 -3.19623 0.0 0.1 0.0
C -4.16962 1.02517 -4.15890 0.1 0.0 0.0
Cl -4.34089 1.69524 -5.78045 0.0 0.0 0.0
Cl -3.63385 -0.65552 -4.21189 -0.1 0.1 -0.1
H -5.14054 1.04613 -3.68310 0.0 0.0 0.0
Cl 6.96454 2.93596 3.48995 0.0 0.0 0.0
C 5.89980 1.77380 2.69940 0.2 0.0 0.1
Cl 6.05159 1.89904 0.94696 0.0 0.0 -0.1
Cl 6.27727 0.12740 3.23345 0.0 0.2 0.2
H 4.87853 2.00131 2.97837 0.0 -0.1 -0.1
```
Positions in Å, forces in eV/Å.

These are the Löwdin partial charges, in e, on atoms 1 to 8:
1 C -0.05
2 C -0.22
3 O 0.08
4 B -0.64
5 O 0.19
6 C -0.29
7 C -0.19
8 N 0.22

ORCA calculation (ωB97M-V with the def2-TZVPD basis set) on C27H38N6O4 in the gas phase.

Output
ΔE to the lowest compared entry with this formula, charge and spin	2.69	kcal per mole
lowest unoccupied orbital energy	0.33	eV
HOMO	-8.27	eV
orbital gap	0.316	hartree

Geometry as XYZ:
```
75
Properties=species:S:1:pos:R:3:forces:R:3
C -5.92124 3.61662 -1.63143 0.2 -0.2 -0.1
C -4.55573 2.94473 -1.54579 -0.1 0.2 0.2
C -3.76585 3.44649 -0.33925 0.2 -0.1 -0.3
C -2.33224 2.91890 -0.26588 -0.2 -0.1 0.2
C -2.24202 1.39413 -0.13702 0.1 0.1 -0.2
C -1.97779 0.69483 -1.47216 -0.3 0.3 0.2
N -1.83963 -0.73605 -1.28261 -0.3 -0.2 -0.1
N -0.59024 -1.18868 -1.25279 0.7 -0.6 -0.2
C -0.35107 -2.44332 -1.04495 -0.5 0.4 -0.2
C 1.08603 -2.85768 -1.06521 0.0 0.2 -0.3
O 1.47302 -3.82678 -1.68948 -0.2 -0.2 0.0
N 1.92723 -2.03226 -0.38958 0.1 0.5 0.2
C 3.33278 -2.39059 -0.27610 0.3 -0.2 0.2
C 3.69771 -2.99029 1.08899 0.0 -0.1 -0.2
C 5.19926 -3.26371 1.12419 -0.3 0.2 0.0
C 2.90537 -4.26667 1.35303 0.0 0.2 0.0
C 1.45521 -0.98201 0.43814 0.2 0.1 0.2
C 1.71445 0.32329 0.09720 0.1 -0.8 0.2
N 2.42047 0.60367 -1.03604 -0.2 0.2 0.1
N 1.31654 1.35495 0.90802 -0.1 0.1 -0.1
C 1.62312 2.74162 0.59314 0.3 0.4 0.2
C 3.09175 3.07895 0.85841 -0.1 0.1 -0.2
C 3.46110 4.47826 0.36643 0.0 -0.1 0.2
C 2.71561 5.58539 1.10225 0.1 -0.1 -0.2
C 0.61187 1.12744 2.08580 0.0 -0.2 -0.1
O 0.27446 2.02832 2.81800 -0.1 0.3 0.3
N 0.30804 -0.17936 2.33815 -0.2 -0.2 0.3
C 0.64110 -1.30172 1.57732 0.3 0.5 -0.2
O 0.22968 -2.40025 1.89077 -0.1 -0.2 0.1
C -1.39888 -3.40333 -0.83132 -0.6 0.1 0.0
C -1.17465 -4.76133 -0.58012 0.0 0.0 0.0
C -2.24130 -5.60440 -0.36879 0.1 0.0 0.0
C -3.54929 -5.12197 -0.39876 -0.1 0.1 0.0
C -3.78836 -3.78829 -0.63971 0.0 0.1 0.0
C -2.71953 -2.91742 -0.85645 0.3 -0.4 0.0
C -2.97828 -1.49906 -1.09642 0.1 0.0 -0.1
O -4.07939 -0.97877 -1.14236 -0.2 0.0 0.0
H -6.47563 3.24632 -2.49038 -0.1 0.0 -0.1
H -5.81471 4.69542 -1.72959 0.0 0.1 0.0
H -6.50199 3.41083 -0.73520 -0.1 0.0 0.1
H -3.99351 3.15447 -2.45961 0.1 -0.1 -0.1
H -4.69951 1.86634 -1.47084 0.1 -0.1 -0.1
H -3.72767 4.53879 -0.37176 -0.1 0.0 0.1
H -4.29382 3.16489 0.57410 0.0 0.0 0.1
H -1.85326 3.37165 0.60495 0.1 0.0 0.0
H -1.78112 3.24492 -1.15185 0.1 0.1 0.0
H -1.43549 1.12724 0.54891 0.0 -0.1 0.0
H -3.17084 1.00473 0.28053 0.0 -0.1 0.1
H -2.80815 0.86430 -2.15938 0.1 0.0 0.0
H -1.04639 1.04844 -1.91896 -0.1 -0.1 0.0
H 3.93702 -1.49527 -0.45391 0.0 0.0 0.0
H 3.52934 -3.12420 -1.06129 0.1 0.1 0.1
H 3.45317 -2.25688 1.86684 0.0 0.0 0.0
H 5.48739 -3.66114 2.09399 0.1 -0.1 0.1
H 5.46694 -3.99208 0.36214 0.1 -0.1 -0.1
H 5.76596 -2.35204 0.94522 0.1 0.1 0.0
H 3.04487 -4.97381 0.53863 0.1 -0.1 -0.1
H 3.23642 -4.73049 2.27925 0.0 -0.1 0.1
H 1.84510 -4.04507 1.44589 -0.1 -0.1 0.0
H 2.35445 1.53089 -1.42087 0.0 0.0 0.0
H 2.41053 -0.14550 -1.71240 0.0 0.0 0.0
H 0.98491 3.34036 1.24521 0.0 -0.1 -0.2
H 1.34860 2.95457 -0.44485 -0.1 0.0 0.0
H 3.27371 3.01126 1.93225 0.0 -0.1 0.1
H 3.73159 2.34423 0.36473 0.0 0.0 0.1
H 3.26018 4.55407 -0.70532 0.1 0.0 -0.1
H 4.53439 4.61760 0.50910 0.0 0.0 -0.1
H 2.84963 5.48385 2.17619 0.0 0.0 0.2
H 1.65150 5.55662 0.88450 -0.2 0.1 0.0
H 3.09598 6.55797 0.79986 0.0 0.1 0.0
H -0.24709 -0.34897 3.16978 0.1 0.1 -0.1
H -0.16369 -5.13438 -0.56377 0.1 0.0 0.0
H -2.06467 -6.65202 -0.17467 0.0 -0.1 0.0
H -4.37451 -5.79767 -0.22964 -0.1 0.0 0.0
H -4.78894 -3.38396 -0.66539 -0.1 0.0 0.0
```
Positions in Å, forces in eV/Å.

These are the Löwdin partial charges, in e, on atoms 1 to 8:
1 C -0.11
2 C -0.27
3 C -0.22
4 C -0.20
5 C -0.16
6 C -0.13
7 N -0.04
8 N 0.18

ORCA calculation (ωB97M-V with the def2-TZVPD basis set) on C18H15CoF3N6O3S2 as an isolated structure.

Output
⟨S²⟩	3.76
multiplicity	4
lowest unoccupied orbital energy (alpha / beta)	-0.60 / -0.61	eV
HOMO (alpha / beta)	-7.62 / -7.59	eV
orbital gap (alpha / beta)	0.258 / 0.257	hartree

Geometry as XYZ:
```
48
Properties=species:S:1:pos:R:3:forces:R:3
Co 0.38228 0.15870 1.05976 0.2 0.0 0.4
N 3.09062 -1.75395 3.65119 -0.1 0.0 0.0
C 2.51462 -0.80153 2.89000 0.2 0.0 0.0
S 1.11817 0.01977 3.48895 -0.2 0.0 -0.2
N 3.16663 -0.49263 1.77033 -0.1 0.0 0.1
N 2.42937 0.34644 1.03572 0.2 0.1 -0.1
C 2.96096 1.21712 0.26250 0.0 -0.1 0.1
C 2.03582 2.18161 -0.33646 0.0 0.0 0.0
C 2.41822 3.04536 -1.35864 0.0 0.0 0.0
C 1.49401 3.93821 -1.86647 0.0 0.0 0.0
C 0.21345 3.96272 -1.33116 0.0 0.0 0.0
C -0.08476 3.07628 -0.31117 0.0 0.0 0.1
N 0.79103 2.20475 0.17843 0.2 -0.1 -0.2
H 2.56111 -2.11852 4.42184 0.0 0.0 0.0
H 3.78092 -2.34221 3.21461 0.0 0.0 0.0
H 4.03717 1.30528 0.14951 0.0 0.0 0.0
H 3.42770 2.99893 -1.74487 0.0 0.0 0.0
H 1.76628 4.60818 -2.67152 0.0 0.0 0.0
H -0.53658 4.65358 -1.68827 0.0 0.0 0.0
H -1.06849 3.06638 0.14545 0.0 0.0 0.0
C 0.52914 -0.27601 -3.38527 0.0 0.0 0.0
C -0.77234 0.05504 -3.71698 0.0 0.0 0.0
C -1.70373 0.23264 -2.70634 0.0 0.0 0.0
C -1.29368 0.08170 -1.39130 0.0 -0.1 0.0
N -0.02185 -0.18551 -1.07553 -0.3 0.2 0.0
C 0.86338 -0.38218 -2.04528 0.0 0.0 0.0
C -2.23864 0.16791 -0.24284 0.1 0.0 0.0
C -3.60502 -0.01277 -0.39369 0.0 0.0 0.0
C -4.41584 0.03205 0.72734 0.0 0.0 0.0
C -3.84281 0.24613 1.96994 0.0 0.0 0.0
C -2.47049 0.39850 2.04217 0.0 0.0 0.0
N -1.69092 0.37126 0.96264 -0.2 -0.1 -0.1
H 1.27686 -0.45519 -4.14428 0.0 0.0 0.0
H -1.06548 0.16558 -4.75261 0.0 0.0 0.0
H -2.72723 0.48844 -2.93771 0.0 0.0 0.0
H 1.86138 -0.65123 -1.72664 0.0 0.0 0.0
H -4.02000 -0.22662 -1.36699 0.0 0.0 0.0
H -5.48266 -0.12037 0.63306 0.0 0.0 0.0
H -4.43806 0.27248 2.87086 0.0 0.0 0.0
H -1.96044 0.53126 2.98827 0.0 0.0 0.0
F -0.07909 -5.55709 0.53719 0.0 0.0 0.0
C 0.08486 -4.47967 1.30988 0.0 0.0 0.0
F -0.90730 -4.45035 2.20414 0.0 0.0 0.0
F 1.23894 -4.61161 1.97199 0.0 0.0 0.0
S 0.09442 -2.95386 0.28611 0.0 0.0 0.0
O 1.30900 -3.04051 -0.48323 -0.1 0.0 0.0
O -1.14963 -2.98753 -0.44270 0.0 0.0 0.0
O 0.12867 -1.92695 1.34810 0.1 0.0 -0.2
```
Positions in Å, forces in eV/Å.

These are the Löwdin partial charges, in e, on atoms 1 to 8:
1 Co 0.54
2 N 0.09
3 C -0.88
4 S 0.59
5 N 0.01
6 N -0.14
7 C -0.08
8 C -0.26

ORCA calculation (ωB97M-V with the def2-TZVPD basis set) on C18H21BFeN9O5 as an isolated structure at a distorted geometry.

Output
⟨S²⟩	1.02
ΔE to the lowest compared entry with this formula, charge and spin	50.38	kcal per mole
multiplicity	2
lowest unoccupied orbital energy (alpha / beta)	-1.88 / -1.23	eV
HOMO (alpha / beta)	-8.33 / -8.38	eV
orbital gap (alpha / beta)	0.237 / 0.262	hartree

Geometry as XYZ:
```
55
Properties=species:S:1:pos:R:3:forces:R:3
Fe 0.04707 -0.15013 0.46348 -2.1 0.6 -0.5
O 0.31854 1.08603 -1.13625 0.5 0.0 -0.2
C 0.88189 2.40262 -1.12460 0.0 0.4 0.2
C -0.08035 3.22113 -0.31469 0.1 0.1 1.0
N -0.24918 2.66035 1.01771 1.6 -0.5 -1.5
C -1.48514 2.75917 1.63234 -1.5 -1.6 1.3
C -1.87135 1.35863 2.36087 0.3 3.1 -1.1
O -2.63132 1.47312 3.29351 -0.2 -1.0 0.3
O -1.37158 0.32113 1.81144 1.0 -1.2 -0.2
C 0.87998 2.79569 1.90928 0.0 -0.5 -0.5
C 2.04943 1.88241 1.49763 -0.5 1.1 0.6
O 3.17403 2.34377 1.57132 -0.1 -0.8 -0.3
O 1.70567 0.69656 1.10189 0.0 -1.7 -0.2
H 0.90035 0.47087 -1.60355 -0.1 0.1 -0.4
H 0.92565 2.81877 -2.12734 0.0 -0.3 -0.3
H 1.88399 2.41233 -0.70311 0.0 -0.1 0.0
H -1.04341 3.22050 -0.81539 -0.1 0.1 0.0
H 0.27365 4.24727 -0.25226 0.1 0.4 -0.2
H -2.27670 2.93055 0.90730 -0.1 0.1 0.0
H -1.50532 3.51973 2.40405 -0.3 0.3 0.2
H 0.57592 2.48876 2.90997 -0.1 0.1 0.1
H 1.24241 3.81751 1.93436 0.2 0.3 0.2
C -3.64743 -0.00090 -2.09297 0.2 0.3 0.1
C -2.58766 0.59149 -1.38429 0.0 0.4 0.0
N -1.82224 -0.32803 -0.81599 0.0 -0.5 0.3
N -2.36234 -1.52291 -1.13525 -0.2 -0.4 -0.1
C -3.45693 -1.34978 -1.91156 0.2 0.0 0.1
B -1.56708 -2.74473 -0.62505 -0.1 -0.4 0.0
N -0.14419 -2.66417 -1.27215 0.0 -0.1 0.0
C 0.55863 -3.60512 -1.93663 -0.2 0.2 0.2
C 1.81030 -3.09841 -2.21996 0.2 0.3 0.0
C 1.79713 -1.81096 -1.66601 0.3 -0.1 -0.2
N 0.61266 -1.54977 -1.11490 0.4 -0.2 0.7
N -1.38288 -2.57486 0.90614 -0.1 -0.3 -0.3
C -2.16311 -3.04573 1.89085 0.0 0.1 -0.2
C -1.52555 -2.83051 3.09450 0.4 0.1 0.3
C -0.32591 -2.20395 2.74220 0.1 -0.1 0.3
N -0.23671 -2.06518 1.41647 0.1 1.1 0.2
N -2.19883 -4.12588 -0.90404 0.1 0.2 0.1
C -3.29473 -4.56542 -1.59297 0.2 0.2 0.1
C -3.36284 -5.92524 -1.46959 0.1 -0.3 0.1
C -2.24016 -6.25594 -0.67177 0.1 0.0 0.1
N -1.54350 -5.18267 -0.32869 -0.6 0.0 -0.4
H -4.43459 0.48824 -2.65363 0.2 -0.1 0.2
H -2.34509 1.64228 -1.27826 -0.1 -0.3 0.0
H -4.03589 -2.17184 -2.30001 0.2 0.3 0.1
H 0.13055 -4.57482 -2.15582 0.0 0.2 0.1
H 2.62274 -3.59507 -2.73510 -0.2 0.2 0.1
H 2.59025 -1.06767 -1.64012 -0.1 -0.2 0.1
H -3.11690 -3.51106 1.67579 0.2 0.0 0.0
H -1.87538 -3.09227 4.08669 0.1 0.1 -0.3
H 0.48649 -1.85707 3.37323 -0.3 0.0 -0.2
H -3.96610 -3.90543 -2.11880 0.2 -0.2 0.1
H -4.10828 -6.58745 -1.89625 0.2 0.2 0.1
H -1.91643 -7.23595 -0.32871 -0.1 0.3 -0.1
```
Positions in Å, forces in eV/Å.

These are the Löwdin partial charges, in e, on atoms 1 to 8:
1 Fe 0.91
2 O -0.13
3 C -0.15
4 C -0.14
5 N -0.20
6 C -0.11
7 C -0.58
8 O 0.06